Version i
The following is a DFT calculation (ωB97M-V/def2-TZVPD) of a molecular structure, C4H9NO4.

HOMO   -9.1 eV
Orbital gap   9.682 eV

```
18
C4H9NO4 (ωB97M-V/def2-TZVPD)
C 1.290 -0.450 -1.797
C 0.518 1.395 0.058
C -0.050 0.391 1.070
C -1.268 -0.379 0.606
N -2.119 -0.751 1.581
O 0.151 -0.359 -2.388
O 1.403 -1.476 -0.935
O 2.206 0.415 -1.880
O -1.561 -0.649 -0.561
H -0.609 -0.595 -1.732
H 2.299 -1.465 -0.569
H 1.497 1.125 -0.857
H -2.924 -1.306 1.343
H -1.977 -0.493 2.542
H 1.058 2.164 0.619
H -0.304 1.900 -0.453
H 0.702 -0.356 1.343
H -0.311 0.890 2.011
```



Version ii
The following is a DFT calculation (ωB97M-V/def2-TZVPD) of 2 unconnected molecules or ions with the total composition C4H9NO4.

HOMO   -10.1 eV
Orbital gap   10.326 eV
SMILES   CNC(=O)CC(=O)O.O

```
18
C4H9NO4 (ωB97M-V/def2-TZVPD)
C -2.812 -0.837 -0.500
N -1.637 -0.568 0.358
C -0.490 -1.268 0.182
O -0.436 -2.311 -0.507
C 0.709 -0.702 0.882
C 1.162 0.470 -0.055
O 0.435 1.159 -0.786
O 2.545 0.476 -0.192
H -3.240 -1.847 -0.378
H -2.465 -0.726 -1.542
H -3.605 -0.094 -0.312
H -1.620 0.342 0.824
H 0.536 -0.463 1.948
H 1.442 -1.531 0.837
H 3.035 -0.236 0.303
O 2.526 2.844 -0.347
H 2.197 1.948 -0.106
H 1.718 3.342 -0.609
```



Stability check: which of them is most stable? version i.



Version i
The following is a DFT calculation (ωB97M-V/def2-TZVPD) of 3 unconnected molecules or ions with the total composition C3H11O3S.

HOMO   -4.0 eV
Orbital gap   7.311 eV
Net charge   -1

```
18
C3H11O3S (ωB97M-V/def2-TZVPD)
C 0.590 0.147 1.005
O -0.446 0.595 0.334
C 1.324 -0.920 0.092
C 0.376 -1.184 -1.051
S 0.948 -0.688 -2.754
H 0.267 -0.498 1.944
H 1.343 0.934 1.153
H 2.335 -0.434 -0.349
H 1.566 -1.914 0.663
H -0.574 -0.717 -0.817
H 0.212 -2.267 -0.983
H 0.247 0.467 -2.663
H -2.253 -0.808 0.976
H -2.095 -0.078 2.162
O -2.621 -0.742 1.931
H 0.087 2.669 -1.132
H -0.764 2.272 -0.036
O -0.542 3.168 -0.477
```



Version ii
The following is a DFT calculation (ωB97M-V/def2-TZVPD) of 3 unconnected molecules or ions with the total composition C3H11O3S.

HOMO   -4.1 eV
Orbital gap   7.179 eV
Net charge   -1

```
18
C3H11O3S (ωB97M-V/def2-TZVPD)
C -0.072 1.326 0.076
O 0.682 0.583 0.957
C -1.078 0.496 -0.756
C -0.314 -0.524 -1.582
S -1.337 -1.775 -2.374
H 0.614 1.808 -0.662
H -0.607 2.136 0.605
H -1.686 -0.059 -0.037
H -1.663 1.221 -1.320
H 0.431 -0.991 -0.938
H 0.232 -0.031 -2.385
H -1.586 -2.573 -1.323
H 3.415 -0.104 1.117
H 2.037 -0.157 0.523
O 3.012 -0.282 0.250
H -1.324 -0.818 2.480
H -0.062 0.073 2.347
O -0.695 -0.328 3.024
```



Stability check: which of them is most stable? version ii.



Version i
The following is a DFT calculation (ωB97M-V/def2-TZVPD) of a molecular structure, CH3IN4.

HOMO   -9.0 eV
Orbital gap   8.643 eV

```
9
CH3IN4 (ωB97M-V/def2-TZVPD)
C -0.072 -0.226 -0.834
N -1.276 0.454 -0.480
N -1.170 0.814 0.735
N 0.598 -0.485 0.431
N -0.102 0.298 1.325
I 1.262 1.066 -2.289
H -0.213 -1.347 -1.551
H 0.637 -1.508 0.700
H 0.336 0.932 1.963
```



Version ii
The following is a DFT calculation (ωB97M-V/def2-TZVPD) of 2 unconnected molecules or ions with the total composition CH3IN4.

HOMO (alpha / beta)   -8.4 / -9.8 eV
Orbital gap (alpha / beta)   5.751 / 8.850 eV

```
9
CH3IN4 (ωB97M-V/def2-TZVPD)
C -1.095 -0.049 0.318
N -0.270 -1.141 0.818
N 0.750 -1.248 0.054
N -0.225 0.462 -0.736
N 0.834 -0.275 -0.870
I 3.679 0.749 0.366
H -2.224 -0.389 0.194
H -1.069 0.642 1.224
H -0.381 1.250 -1.369
```



Stability check: which of them is most stable? version i.